C3H3FI2O | ωB97M-V/def2-TZVPD

Each atom is followed by the atoms it is bonded to, with distances in Å.
Positions of all 10 atoms, in Å:
1 I 0.13 -2.51 -0.13  C6 2.161
2 I -2.67 1.79 -0.03  C7 2.080
3 F -2.83 -1.06 -0.43  C7 1.312
4 O 0.22 0.54 0.57  C5 1.474, C6 1.337
5 C 1.59 0.54 0.04  O4 1.474, H8 1.165, H9 1.149, H10 1.241
6 C -0.55 -0.50 0.25  I1 2.161, O4 1.337, C7 1.506
7 C -1.92 -0.13 -0.27  I2 2.080, F3 1.312, C6 1.506
8 H 2.19 1.36 0.61  C5 1.165
9 H 1.74 0.48 -1.10  C5 1.149
10 H 2.09 -0.51 0.49  C5 1.241

Properties
frontier orbital gap (alpha / beta)	0.17511 / 0.24969	Eh
DFT total energy	-24119.6848	eV
HOMO (alpha / beta)	-5.13 / -9.44	eV
multiplicity	3
⟨S²⟩	2.011

---

C41H58F8O19 | ωB97M-V/def2-TZVPD

Each atom is followed by the atoms it is bonded to, with distances in Å.
Positions of all 126 atoms, in Å:
1 F 16.60 -6.69 -8.80  C55 1.366
2 F 12.07 -5.88 -10.94  C68 1.332
3 F 12.56 -7.05 -13.58  C57 1.361
4 F 11.57 -5.14 -13.66  C57 1.367
5 F 13.57 -4.43 -11.56  C68 1.341
6 F 16.66 -4.26 -10.07  C63 1.314
7 F 16.55 -5.08 -12.01  C63 1.315
8 F 16.91 -7.73 -10.72  C55 1.391
9 O 14.74 -11.13 -14.12  C33 1.242
10 O 18.20 -11.16 -16.87  C43 1.412, C45 1.301
11 O 19.89 -6.62 -12.29  C36 1.336, C44 1.436
12 O 18.94 -9.18 -17.78  C45 1.248
13 O 18.24 -6.87 -19.79  C48 1.218
14 O 17.81 -4.56 -15.54  C37 1.336, C41 1.413
15 O 16.00 -13.97 -14.83  C42 1.384, C61 1.451
16 O 13.38 -4.75 -18.50  C56 1.313, C58 1.418
17 O 17.01 -5.36 -20.82  C47 1.426, C48 1.322
18 O 14.33 -9.96 -15.99  C29 1.451, C33 1.346
19 O 14.09 -9.96 -20.22  C59 1.257
20 O 14.97 -14.10 -16.86  C42 1.228
21 O 13.47 -11.02 -10.07  C52 1.418, C64 1.352
22 O 18.42 -6.05 -17.10  C37 1.234
23 O 12.03 -10.67 -19.71  C49 1.458, C59 1.312
24 O 11.72 -11.91 -9.16  C64 1.165
25 O 14.07 -5.07 -16.47  C56 1.155
26 O 22.01 -6.79 -11.46  C36 1.275
27 O 14.13 -6.60 -11.60  C28 1.455, C68 1.427
28 C 14.73 -6.73 -10.28  O27 1.455, C55 1.517, H80 1.090, H114 1.090
29 C 14.64 -8.70 -16.64  O18 1.451, C30 1.527, H86 1.090, H126 1.090
30 C 15.42 -7.97 -15.56  C29 1.527, C50 1.539, H77 1.090, H94 1.090
31 C 12.14 -2.84 -18.26  C34 1.483, C58 1.497, H83 1.090, H115 1.090
32 C 20.18 -12.23 -16.55  C39 1.471, C43 1.508, H90 1.090, H91 1.090
33 C 15.01 -10.16 -14.85  O9 1.242, O18 1.346, C50 1.518
34 C 12.30 -3.45 -16.92  C31 1.483, C56 1.540, H72 1.090, H125 1.090
35 C 13.68 -14.63 -14.83  C42 1.517, C60 1.553, H92 1.090, H111 1.090
36 C 21.20 -6.84 -12.45  O11 1.336, O26 1.275, C65 1.468
37 C 17.84 -5.00 -16.80  O14 1.336, O22 1.234, C40 1.515
38 C 13.86 -13.16 -9.03  C54 1.466, C64 1.571, H76 1.090, H100 1.090
39 C 20.48 -10.82 -16.82  C32 1.471, C45 1.541, H82 1.090, H96 1.090
40 C 17.10 -4.11 -17.77  C37 1.515, C51 1.537, H98 1.090, H116 1.090
41 C 17.22 -3.28 -15.46  O14 1.413, C51 1.587, H87 1.090, H104 1.090
42 C 14.91 -14.24 -15.64  O15 1.384, O20 1.228, C35 1.517
43 C 18.72 -12.29 -16.21  O10 1.412, C32 1.508, H85 1.090, H93 1.090
44 C 19.13 -6.66 -13.51  O11 1.436, C62 1.539, H89 1.090, H97 1.090
45 C 19.09 -10.26 -17.17  O10 1.301, O12 1.248, C39 1.541
46 C 14.93 -6.54 -21.19  C47 1.491, C53 1.507, H74 1.090, H118 1.090
47 C 15.63 -5.23 -21.17  O17 1.426, C46 1.491, H103 1.090, H113 1.090
48 C 17.16 -6.55 -20.26  O13 1.218, O17 1.322, C53 1.550
49 C 11.35 -11.79 -19.06  O23 1.458, C66 1.516, H109 1.090, H123 1.090
50 C 15.98 -9.02 -14.59  C30 1.539, C33 1.518, H107 1.090, H122 1.090
51 C 17.07 -2.79 -16.97  C40 1.537, C41 1.587, H84 1.090, H112 1.090
52 C 14.87 -11.21 -10.14  O21 1.418, C54 1.526, H81 1.090, H99 1.090
53 C 15.83 -7.34 -20.28  C46 1.507, C48 1.550, H70 1.090, H121 1.090
54 C 15.11 -12.61 -9.57  C38 1.466, C52 1.526, H79 1.090, H117 1.090
55 C 16.24 -6.67 -10.12  F1 1.366, F8 1.391, C28 1.517, C63 1.600
56 C 13.38 -4.51 -17.21  O16 1.313, O25 1.155, C34 1.540
57 C 12.72 -5.74 -13.23  F3 1.361, F4 1.367, C68 1.491, H101 1.090
58 C 12.52 -3.90 -19.24  O16 1.418, C31 1.497, H69 1.090, H73 1.090
59 C 13.33 -10.74 -19.58  O19 1.257, O23 1.312, C67 1.551
60 C 14.18 -14.12 -13.45  C35 1.553, C61 1.510, H71 1.090, H106 1.090
61 C 15.69 -14.22 -13.44  O15 1.451, C60 1.510, H95 1.090, H110 1.090
62 C 20.15 -7.34 -14.43  C44 1.539, C65 1.511, H88 1.090, H119 1.090
63 C 16.88 -5.35 -10.76  F6 1.314, F7 1.315, C55 1.600, H108 1.090
64 C 12.86 -12.01 -9.38  O21 1.352, O24 1.165, C38 1.571
65 C 21.52 -7.03 -13.87  C36 1.468, C62 1.511, H102 1.090, H105 1.090
66 C 12.32 -12.22 -17.98  C49 1.516, C67 1.510, H75 1.090, H124 1.090
67 C 13.65 -11.94 -18.65  C59 1.551, C66 1.510, H78 1.090, H120 1.090
68 C 13.08 -5.66 -11.78  F2 1.332, F5 1.341, O27 1.427, C57 1.491
69 H 13.02 -3.47 -20.11  C58 1.090
70 H 15.99 -8.34 -20.68  C53 1.090
71 H 13.90 -13.08 -13.32  C60 1.090
72 H 11.37 -3.99 -16.75  C34 1.090
73 H 11.63 -4.49 -19.42  C58 1.090
74 H 13.91 -6.40 -20.82  C46 1.090
75 H 12.15 -13.20 -17.53  C66 1.090
76 H 13.51 -14.09 -9.47  C38 1.090
77 H 14.62 -7.35 -15.16  C30 1.090
78 H 14.30 -11.59 -17.85  C67 1.090
79 H 15.84 -12.52 -8.77  C54 1.090
80 H 14.43 -7.71 -9.91  C28 1.090
81 H 15.31 -10.47 -9.48  C52 1.090
82 H 21.29 -10.55 -17.50  C39 1.090
83 H 11.12 -2.49 -18.44  C31 1.090
84 H 17.83 -2.04 -17.16  C51 1.090
85 H 18.17 -13.19 -16.51  C43 1.090
86 H 13.74 -8.10 -16.77  C29 1.090
87 H 16.23 -3.53 -15.07  C41 1.090
88 H 19.99 -7.02 -15.46  C62 1.090
89 H 18.14 -7.12 -13.48  C44 1.090
90 H 20.30 -12.88 -17.42  C32 1.090
91 H 20.77 -12.59 -15.70  C32 1.090
92 H 13.58 -15.71 -14.90  C35 1.090
93 H 18.41 -12.09 -15.18  C43 1.090
94 H 16.13 -7.25 -15.97  C30 1.090
95 H 16.15 -13.44 -12.84  C61 1.090
96 H 20.76 -10.39 -15.86  C39 1.090
97 H 18.98 -5.60 -13.71  C44 1.090
98 H 16.13 -4.57 -17.91  C40 1.090
99 H 15.20 -11.22 -11.18  C52 1.090
100 H 13.97 -13.35 -7.96  C38 1.090
101 H 13.54 -5.30 -13.79  C57 1.090
102 H 21.94 -6.16 -14.38  C65 1.090
103 H 15.52 -4.64 -22.08  C47 1.090
104 H 17.67 -2.55 -14.79  C41 1.090
105 H 22.26 -7.82 -13.91  C65 1.090
106 H 13.81 -14.66 -12.58  C60 1.090
107 H 15.90 -8.61 -13.58  C50 1.090
108 H 17.96 -5.49 -10.70  C63 1.090
109 H 11.27 -12.55 -19.84  C49 1.090
110 H 16.04 -15.20 -13.12  C61 1.090
111 H 12.72 -14.25 -15.17  C35 1.090
112 H 16.13 -2.24 -16.93  C51 1.090
113 H 15.21 -4.57 -20.41  C47 1.090
114 H 14.26 -6.05 -9.58  C28 1.090
115 H 12.79 -1.98 -18.43  C31 1.090
116 H 17.51 -3.92 -18.76  C40 1.090
117 H 15.52 -13.28 -10.33  C54 1.090
118 H 14.87 -7.11 -22.12  C46 1.090
119 H 20.02 -8.42 -14.34  C62 1.090
120 H 14.02 -12.79 -19.21  C67 1.090
121 H 15.54 -7.41 -19.23  C53 1.090
122 H 16.95 -9.48 -14.80  C50 1.090
123 H 10.37 -11.59 -18.64  C49 1.090
124 H 12.15 -11.51 -17.17  C66 1.090
125 H 12.37 -2.73 -16.10  C34 1.090
126 H 15.13 -8.73 -17.62  C29 1.090

Properties
frontier orbital gap	0.34759	Eh
DFT total energy	-104098.7004	eV
SMILES string	FC(F)C(F)(F)COC(F)(F)C(F)F.O=C1CCCO1.O=C1CCCO1.O=C1CCCO1.O=C1CCCO1.O=C1CCCO1.O=C1CCCO1.O=C1CCCO1.O=C1CCCO1.O=C1CCCO1
HOMO	-9.25	eV

---

C2HN4OS | ωB97M-V/def2-TZVPD

Each atom is followed by the atoms it is bonded to, with distances in Å.
Positions of all 9 atoms, in Å:
1 S 1.92 1.21 0.52  C8 1.691
2 O 1.76 -0.50 -1.52  C8 1.220
3 N -1.73 -0.36 -2.21  N6 1.109
4 N -1.49 -1.29 2.55  C7 1.150
5 N -0.12 0.72 -1.03  N6 1.166, C8 1.469
6 N -0.92 0.13 -1.63  N3 1.109, N5 1.166
7 C -0.70 -0.55 2.18  N4 1.150, H9 1.103
8 C 1.29 0.37 -0.80  S1 1.691, O2 1.220, N5 1.469
9 H 0.00 0.27 1.95  C7 1.103

Properties
frontier orbital gap	0.29093	Eh
DFT total energy	-20932.9744	eV
net charge	-1
HOMO	-4.28	eV

---

C6H13FO3 | ωB97M-V/def2-TZVPD

Each atom is followed by the atoms it is bonded to, with distances in Å.
Positions of all 23 atoms, in Å:
1 F -3.75 -0.09 1.46  C9 1.367
2 O 1.57 0.31 -1.82  C6 1.281, C8 1.293
3 O 0.92 0.78 0.33  C7 1.418, C8 1.351
4 O 2.06 -1.20 0.00  C5 1.453, C8 1.415
5 C 1.00 -2.09 0.45  O4 1.453, H12 1.088, H17 1.048, H22 1.249
6 C 1.13 1.29 -2.53  O2 1.281, H16 1.090, H21 1.063
7 C 1.64 1.55 1.27  O3 1.418, H19 1.140, H20 1.079, H23 1.062
8 C 1.56 -0.01 -0.57  O2 1.293, O3 1.351, O4 1.415
9 C -2.52 0.12 0.89  F1 1.367, C10 1.506, H15 1.107, H18 1.032
10 C -2.30 -0.76 -0.31  C9 1.506, H11 1.083, H13 1.027, H14 1.003
11 H -1.47 -0.34 -0.88  C10 1.083
12 H 0.15 -1.42 0.55  C5 1.088
13 H -2.08 -1.74 -0.08  C10 1.027
14 H -3.10 -0.64 -0.90  C10 1.003
15 H -1.77 0.09 1.70  C9 1.107
16 H 1.30 1.21 -3.60  C6 1.090
17 H 1.30 -2.52 1.35  C5 1.048
18 H -2.58 1.11 0.60  C9 1.032
19 H 2.44 0.94 1.79  C7 1.140
20 H 0.80 1.88 1.87  C7 1.079
21 H 0.80 2.12 -1.95  C6 1.063
22 H 0.85 -2.98 -0.42  C5 1.249
23 H 2.06 2.41 0.80  C7 1.062

Properties
frontier orbital gap (alpha / beta)	0.29001 / 0.28013	Eh
DFT total energy	-15286.5620	eV
HOMO (alpha / beta)	-7.11 / -6.84	eV

---

C5H8ClN2S | ωB97M-V/def2-TZVPD

Each atom is followed by the atoms it is bonded to, with distances in Å.
Positions of all 17 atoms, in Å:
1 Cl 3.21 1.36 -0.13  C7 1.742
2 S -2.72 1.85 -0.10  C9 1.689, H12 1.403
3 N 0.36 -1.34 -0.47  C5 1.327, C8 1.356, H17 0.996
4 N -1.77 -0.48 -0.22  C5 1.337, C9 1.371, H13 0.967
5 C -0.96 -1.51 -0.45  N3 1.327, N4 1.337, H11 1.084
6 C 0.71 0.45 1.24  C8 1.539, H10 1.127, H15 1.117, H16 1.176
7 C 2.35 -0.06 -0.64  Cl1 1.742, C8 1.391, H14 1.059
8 C 1.16 -0.36 0.02  N3 1.356, C6 1.539, C7 1.391
9 C -1.38 0.84 -0.28  S2 1.689, N4 1.371
10 H 1.47 0.29 2.06  C6 1.127
11 H -1.53 -2.40 -0.68  C5 1.084
12 H -2.17 3.05 -0.57  S2 1.403
13 H -2.71 -0.72 -0.18  N4 0.967
14 H 2.63 -0.75 -1.39  C7 1.059
15 H -0.33 0.29 1.61  C6 1.117
16 H 0.80 1.61 1.02  C6 1.176
17 H 0.87 -2.12 -0.83  N3 0.996

Properties
frontier orbital gap	0.27413	Eh
DFT total energy	-31642.3281	eV
net charge	+1
HOMO	-12.68	eV

---

The records above yield largest force on an atom values of 0.0856 0.1086 0.0810 0.0917 0.1006 Eh/bohr, respectively.